Molecular formula: C15H31BF4HfP2
Method: DFT, ωB97M-V/def2-TZVPD

Geometry as XYZ:
```
54
C15H31BF4HfP2, DFT ωB97M-V/def2-TZVPD
P 0.150 2.730 0.062
P 0.357 1.053 -2.570
C 0.623 3.631 -1.492
C 0.199 2.880 -2.765
H 1.714 3.789 -1.457
H 0.127 4.610 -1.440
H -0.847 3.090 -3.044
H 0.845 3.149 -3.612
C 2.173 0.930 -2.846
H 2.459 -0.125 -2.950
H 2.729 1.372 -2.007
H 2.407 1.470 -3.771
C -0.266 0.433 -4.168
H 0.301 0.913 -4.982
H -1.337 0.678 -4.252
H -0.131 -0.658 -4.204
C 0.700 3.951 1.307
H 0.377 3.617 2.302
H 0.257 4.931 1.076
H 1.798 4.022 1.283
C -1.648 3.153 -0.026
H -2.141 2.609 -0.845
H -1.732 4.233 -0.203
H -2.135 2.895 0.923
Hf 0.161 -2.119 1.983
C -0.547 -2.333 -0.289
C 0.835 -2.115 -0.211
C 1.497 -0.757 -0.237
C 1.721 0.085 1.053
C 0.573 0.179 2.044
C -0.787 0.058 1.749
C -1.383 0.049 0.361
C -1.649 -1.301 -0.348
C -1.703 -2.953 2.680
H -0.872 -3.338 -0.576
H 1.502 -2.961 -0.441
H 0.908 -0.110 -0.917
H 2.470 -0.853 -0.743
H 2.644 -0.266 1.555
H 1.981 1.116 0.714
H 0.855 0.593 3.027
H -1.495 0.312 2.545
H -0.743 0.630 -0.338
H -2.335 0.618 0.387
H -2.597 -1.716 0.049
H -1.888 -1.079 -1.415
H -2.261 -3.549 1.941
H -2.410 -2.209 3.078
H -1.471 -3.645 3.507
F 1.523 -3.106 2.862
B -0.376 -7.144 3.913
F -0.343 -6.621 5.157
F -0.674 -6.365 2.848
F -0.113 -8.455 3.744
```

## Properties
Total charge: +2
2S+1: 1
Orbital gap (alpha / beta): 4.52 / 4.52 eV
E: -1744.69054 a.u.
HOMO level (alpha / beta): -0.5095 / -0.5095 hartree